Entry a
ORCA calculation (wB97M-V/def2-TZVPD) on 2 unconnected molecules or ions with the total composition C10H12O2S2.

```
26
C10H12O2S2 (wB97M-V/def2-TZVPD)
C 1.05814 0.07662 -0.92662
C 2.94687 -1.61536 0.20681
C -4.89382 0.87971 -0.45308
C 1.71639 -2.09906 -0.17786
H 1.93707 -4.23505 -0.36097
C 3.19554 -0.19318 0.13521
S -3.15873 0.32865 -0.07265
H 0.29341 0.63808 -1.51592
O 1.56337 2.36526 1.27615
H -4.98395 1.06536 -1.45309
H 3.94840 0.35936 0.78168
H 0.28020 -3.78336 -0.06551
O 1.62780 2.96599 -1.26743
S 2.40248 2.38583 -0.20844
C -2.42143 2.91714 0.98109
C 0.81631 -1.27376 -0.80212
H -2.06934 3.75229 1.54184
H 1.53465 -3.74595 1.28648
C -2.68087 1.86339 0.45488
H 0.71388 1.96409 1.53562
C 1.41070 -3.48010 0.17075
H -5.08323 1.81607 0.00409
C 2.15620 0.59676 -0.36245
H -5.73058 0.26470 -0.14751
H 3.59958 -2.26571 0.58699
H -0.17906 -1.54775 -1.14795
```

=====

Entry b
ORCA calculation (wB97M-V/def2-TZVPD) on a molecular structure, C10H12O2S2.

```
26
C10H12O2S2 (wB97M-V/def2-TZVPD)
H -3.61013 2.22559 -0.92833
C 3.81835 -1.74029 0.54653
H -3.57906 -2.55237 -1.37567
H 4.27905 -1.99335 -0.45858
C 2.41191 -1.25907 0.22051
H 2.16116 2.23894 0.62568
O 1.56115 -2.08186 -0.06259
C -1.85840 1.29401 0.18940
H -3.52185 2.18459 0.91844
H -2.02520 -1.53555 -1.70376
C -1.94530 0.01272 -0.03670
H -2.34706 3.20725 0.02843
C 2.86912 1.44511 0.46600
O -3.63069 -1.40171 1.03917
H 3.50858 1.32208 1.30809
S -0.06934 1.91029 0.01244
C -2.86565 -1.15535 0.10795
C 0.68597 0.40885 0.11150
H 3.85078 -2.54536 1.22412
S -0.39195 -0.87097 0.01376
C -3.00207 -1.59468 -1.25007
C 2.04801 0.13162 0.26493
H 3.42153 1.66117 -0.38066
C -2.91024 2.27892 -0.01791
H 4.56998 -0.95238 0.90836
H -3.42863 -0.63820 -1.77105
```

=====

Tell me which of them is the most stable. Sure, it is entry b.

=====

Entry a
ORCA calculation (wB97M-V/def2-TZVPD) on 2 unconnected molecules or ions with the total composition C5H10NO3.

```
19
C5H10NO3 (wB97M-V/def2-TZVPD)
H -1.08224 1.30599 -1.90444
C -1.08731 0.52172 -1.14517
H -2.34871 1.75459 0.12005
N -0.41885 -1.87244 -1.34255
C -1.21303 -0.84660 -1.76741
H -1.50639 0.47553 0.94304
H 3.34499 -0.61105 1.79794
H -0.06975 0.79474 -0.78825
O 0.75888 1.40280 1.97221
C 1.33817 0.42518 1.47736
O 0.81906 -0.50915 0.78351
H -2.95987 0.07678 -0.10518
H 3.26049 0.53589 0.57891
C 2.84375 0.32280 1.58919
O -2.21001 -1.06699 -2.45037
C -2.06875 0.68924 0.03652
H -0.88101 -2.76236 -1.39917
H 3.17955 1.11071 2.23867
H 0.30099 -1.74738 -0.63485
```

Output
charge = -1

=====

Entry b
ORCA calculation (wB97M-V/def2-TZVPD) on 2 unconnected molecules or ions with the total composition C5H10NO3.

```
19
C5H10NO3 (wB97M-V/def2-TZVPD)
H -1.17210 -0.79619 0.66437
H -2.57982 -1.74079 0.31660
H -0.99088 -2.52413 0.53135
H 2.17349 1.68939 -0.38394
N 0.02795 -1.52917 -1.71713
H 0.22055 -1.18144 -2.64574
C -1.51442 -1.66928 0.10975
O 0.51167 -0.21680 2.69944
H 1.11487 3.10276 -0.31386
C 0.59098 1.60867 1.15029
C -1.29359 -1.46990 -1.36283
O -2.20561 -1.26036 -2.14515
H 0.81328 2.35719 1.91451
H 0.53711 1.53128 -0.98317
H 0.64790 -1.15379 -0.99695
C 0.92150 0.14532 1.58618
H -0.50390 1.61829 1.07476
C 1.14490 2.01079 -0.22451
O 1.55612 -0.52185 0.72604
```

Output
charge = -1

=====

Tell me which of them is the most stable. Sure, it is entry b.